# 1
Below is a single C20H20BrN5O2S molecule, with properties calculated with ωB97M-V/def2-TZVPD.

Calculated values
HOMO energy, eV: -8.63
Frontier orbital gap, eV: 8.8
E_tot, eV: -113487.2811

ORCA input file:
```
! RIJCOSX wB97M-V def2-TZVPD def2/J DEFGRID3
* xyz 0 1
N -0.422 -1.537 -2.017
N 0.525 -0.537 -1.826
C 0.388 0.806 -2.088
C -0.798 1.429 -2.747
O -1.532 2.307 -1.920
C -2.416 1.813 -1.018
C -3.141 2.763 -0.293
C -4.078 2.365 0.638
C -4.316 1.019 0.876
C -3.592 0.095 0.152
Br -3.866 -1.768 0.458
C -2.651 0.462 -0.794
N 1.489 1.418 -1.765
N 2.367 0.523 -1.292
C 1.799 -0.647 -1.334
S 2.440 -2.188 -0.871
C 4.202 -1.810 -0.627
C 4.576 -0.443 -0.050
O 5.390 0.225 -0.651
N 4.095 -0.106 1.160
C 4.263 1.256 1.627
C 2.993 2.054 1.331
C 1.742 1.279 1.638
C 0.509 1.922 1.622
C -0.661 1.228 1.860
C -0.620 -0.137 2.092
C 0.597 -0.792 2.097
C 1.776 -0.092 1.884
C 3.102 -0.812 1.930
H -0.109 -2.188 -2.737
H -0.543 -2.065 -1.152
H -1.438 0.642 -3.165
H -0.432 2.071 -3.554
H -2.947 3.806 -0.480
H -4.632 3.107 1.192
H -5.042 0.702 1.608
H -2.119 -0.303 -1.333
H 4.574 -2.614 0.012
H 4.682 -1.878 -1.604
H 5.118 1.690 1.110
H 4.464 1.226 2.703
H 3.001 2.992 1.889
H 2.975 2.296 0.264
H 0.475 2.982 1.419
H -1.606 1.749 1.862
H -1.529 -0.690 2.273
H 0.638 -1.858 2.273
H 3.451 -0.847 2.973
H 2.990 -1.842 1.594
*
```

***

# 2
Below is a molecular structure, C20H20Cl3CoN10S4Se, with properties calculated with ωB97M-V/def2-TZVPD.

Calculated values
HOMO energy (alpha / beta), eV: -4.74 / -4.85
Frontier orbital gap (alpha / beta), eV: 6.2 / 5.8
E_tot, eV: -219848.7411
Expectation value of S²: 3.78

ORCA input file:
```
! RIJCOSX wB97M-V def2-TZVPD def2/J DEFGRID3
* xyz -1 4
Co -0.221 -0.778 0.522
C 0.601 -1.126 6.111
N -0.277 -0.651 5.046
C -1.698 -0.565 5.315
C 0.112 -0.627 3.736
N -0.665 -0.472 2.728
N 1.493 -0.671 3.544
C 2.129 -1.163 2.415
N 3.346 -1.736 2.725
N 1.678 -1.014 1.227
H -0.014 -1.406 6.962
H 1.292 -0.343 6.440
H 1.136 -2.028 5.806
H -1.843 -0.426 6.383
H -2.232 -1.469 5.004
H -2.133 0.297 4.806
H -1.643 -0.570 2.968
H 2.037 -0.806 4.377
H 3.232 -2.434 3.460
H 3.796 -2.149 1.922
H 2.267 -1.484 0.547
S -1.076 -2.297 -6.940
C -0.570 -1.661 -5.480
S 0.444 -2.541 -4.391
C 0.373 -1.252 -3.210
N -0.352 -0.257 -3.607
N -0.870 -0.488 -4.876
C -1.697 0.567 -5.368
C -2.406 1.323 -4.438
C -3.205 2.368 -4.869
C -3.303 2.671 -6.221
C -2.583 1.921 -7.137
C -1.776 0.871 -6.720
S 1.179 -1.386 -1.703
H -2.320 1.082 -3.389
H -3.755 2.949 -4.139
H -3.932 3.487 -6.555
H -2.640 2.151 -8.193
H -1.215 0.294 -7.437
Se -1.503 2.010 0.918
N -0.029 1.174 0.340
C 0.927 2.062 0.158
C 2.241 1.781 -0.340
C 3.102 2.812 -0.498
C 2.737 4.168 -0.186
C 1.501 4.476 0.267
C 0.549 3.421 0.462
N -0.681 3.591 0.908
H 2.492 0.769 -0.620
H 4.093 2.618 -0.890
H 3.469 4.953 -0.331
H 1.204 5.492 0.490
S -2.287 -0.500 -0.204
Cl 0.790 -6.062 1.219
C -0.331 -4.963 1.840
Cl 1.471 -4.174 4.084
Cl -1.573 -5.516 2.847
C -0.403 -3.678 1.303
N -0.461 -2.617 0.861
*
```

***

# 3
Below is a single C20H20ClN3O molecule, with properties calculated with ωB97M-V/def2-TZVPD.

Calculated values
HOMO energy, eV: -7.80
Frontier orbital gap, eV: 8.3
E_tot, eV: -40105.4788

ORCA input file:
```
! RIJCOSX wB97M-V def2-TZVPD def2/J DEFGRID3
* xyz 0 1
C 2.182 1.560 2.299
N 2.623 1.036 1.035
C 1.958 1.115 -0.166
C 0.716 1.905 -0.308
O 0.570 2.977 0.264
N -0.236 1.410 -1.137
C -0.278 0.057 -1.649
C -1.733 -0.401 -1.844
N -2.546 -0.011 -0.721
C -3.500 -0.825 -0.144
C -4.354 -0.320 0.848
C -5.295 -1.123 1.462
C -5.428 -2.455 1.117
C -4.594 -2.970 0.140
C -3.650 -2.176 -0.481
C -2.567 1.418 -0.461
C -1.482 2.131 -1.267
C 2.696 0.481 -1.140
C 3.858 -0.032 -0.519
C 4.955 -0.762 -0.983
C 5.918 -1.115 -0.068
Cl 7.298 -2.023 -0.592
C 5.829 -0.770 1.287
C 4.755 -0.051 1.760
C 3.769 0.324 0.851
H 1.757 0.768 2.922
H 1.433 2.330 2.125
H 3.028 2.006 2.822
H 0.233 -0.608 -0.948
H 0.234 -0.005 -2.617
H -2.134 0.017 -2.779
H -1.723 -1.483 -1.947
H -4.290 0.711 1.154
H -5.934 -0.694 2.221
H -6.165 -3.080 1.596
H -4.678 -4.007 -0.151
H -3.034 -2.634 -1.239
H -3.548 1.851 -0.708
H -2.370 1.590 0.604
H -1.330 3.137 -0.871
H -1.750 2.203 -2.325
H 2.462 0.422 -2.183
H 5.041 -1.038 -2.021
H 6.616 -1.078 1.958
H 4.689 0.210 2.805
*
```

***

Question: E_tot of number 3 (C20H20ClN3O)?
Answer: -40105.4788 eV

***

Question: What is the E_tot in the third record?
Answer: -40105.4788 eV